Here is a single C4H8INOP2 molecule in a non-equilibrium geometry from the Open Molecules 2025 dataset. Energies are from ωB97M-V/def2-TZVPD.

```
17
Properties=species:S:1:pos:R:3:forces:R:3:mulliken_charge:R:1
I -6.297217 0.848846 -0.071458 1.4 -0.5 -0.3 -0.223
P -1.708625 -0.463593 -0.654894 -2.5 -0.2 -0.4 0.002
P -3.719347 0.434553 0.459945 0.7 -0.7 0.5 0.094
O 1.075460 -0.222433 -0.607749 -0.9 -1.2 0.1 -0.350
N -0.802400 -0.173870 0.769680 -0.6 -0.6 -0.5 -0.394
C 2.490525 -0.091188 -0.690419 0.3 0.7 0.6 -0.259
C -3.178831 -1.347588 0.121879 -0.8 2.1 -1.7 -0.647
C 0.443510 -0.104659 0.590060 -0.8 0.4 -2.3 0.116
C 2.861052 1.225108 -0.058656 4.3 -1.2 1.1 -1.031
H 3.053443 -0.899501 -0.264390 -0.2 -0.7 0.8 0.272
H 2.880770 1.032216 1.053206 0.3 0.7 -1.1 0.290
H 2.781911 -0.168499 -1.707840 -0.4 0.3 -1.2 0.322
H 2.109383 1.907229 -0.268741 -1.0 1.7 -0.6 0.379
H 0.994640 0.319044 1.328773 2.0 0.6 2.5 0.384
H -3.928205 -1.855685 -0.493901 0.5 0.4 -0.7 0.399
H 3.981601 1.558313 -0.401030 -2.9 -0.6 0.9 0.291
H -3.037666 -1.998289 0.895535 0.7 -1.2 2.5 0.355
```
Positions in Å, forces in eV/Å.

Output
Structure (SMILES) = CCO/C=N\P1#P(I)C1
2S+1 = 1
HOMO-LUMO gap (spin up / spin down) = 6.8061 / 6.8056 eV
HOMO (spin up / spin down) = -8.0 / -8.0 eV
Energy = -34491.0712 eV
Lowest unoccupied orbital energy (spin up / spin down) = -1.2 / -1.2 eV